C2H18N2O6 | the ωB97M-V functional and the def2-TZVPD basis

The gap between HOMO and LUMO is 8.39 eV. The energy relative to the best compared isomer or geometry (same formula, charge and spin) is 0.0 kJ/mol. The calculation puts the HOMO energy at -7.992 eV.

Last column: natural (NBO) charge in e.
Cartesian coordinates (Å):
C -1.6648 -1.9005 0.4635  0.007
C -0.7914 -0.9174 0.6848  -0.163
N -0.1045 -0.7283 1.9318  -0.876
N -2.3403 -2.1101 -0.7288  -0.818
H -1.9548 -2.5854 1.2487  0.184
H -0.4306 -0.3590 -0.1619  0.168
H -0.7696 -0.4728 2.6558  0.354
H 0.3583 -1.5353 2.3302  0.377
H -2.2127 -1.3985 -1.4289  0.378
H -3.2798 -2.4759 -0.7049  0.381
H 1.5076 -0.2822 -1.0533  0.505
H 2.9201 -0.0285 -0.5870  0.471
O 2.1341 -0.5300 -0.3337  -0.999
H 3.4509 -0.6175 2.1107  0.459
H 2.6057 -1.5507 1.2986  0.494
O 3.1614 -1.5378 2.0970  -0.959
H -0.0485 2.5744 -0.9978  0.522
H -0.8800 3.1025 -2.2149  0.487
O -0.3147 2.3775 -1.9208  -1.002
H 0.8278 -0.6048 -3.1381  0.486
H 0.3353 0.8666 -2.7255  0.522
O 0.5303 -0.0391 -2.4212  -0.983
H 0.9881 2.4469 1.5192  0.485
H 1.0351 1.1840 0.6391  0.510
O 0.9595 2.1540 0.5986  -0.988
H -1.8959 1.5773 1.0823  0.477
H -1.8078 1.5524 -0.5057  0.483
O -2.3189 1.8383 0.2624  -0.962